DFT (the ωB97M-V functional and the def2-TZVPD basis) results for C38H28N4O5PdSSeTe as an isolated structure.

Geometry as XYZ:
```
79
Properties=species:S:1:pos:R:3
Pd 0.31 -0.45 0.28
C 8.79 10.29 0.59
O 9.18 8.96 0.32
C 8.20 8.01 0.30
C 8.62 6.71 0.04
C 7.70 5.68 0.00
C 6.34 5.92 0.23
C 5.94 7.23 0.49
C 6.85 8.27 0.52
C 5.33 4.86 0.20
N 4.04 5.05 0.23
C 3.48 3.80 0.19
C 4.46 2.83 0.14
N 5.65 3.52 0.14
C 4.19 1.43 0.10
C 5.15 0.41 0.05
C 4.73 -0.90 0.02
C 3.36 -1.19 0.05
N 2.45 -0.23 0.10
C 2.84 1.06 0.12
C 1.79 2.07 0.19
N 0.51 1.62 0.23
C -0.47 2.50 0.33
C -0.25 3.88 0.39
C 1.04 4.35 0.33
C 2.09 3.43 0.23
H 9.69 10.89 0.57
H 8.32 10.37 1.58
H 8.09 10.66 -0.16
H 9.67 6.52 -0.13
H 8.05 4.68 -0.22
H 4.89 7.42 0.66
H 6.50 9.27 0.73
H 6.57 3.12 0.16
H 6.21 0.65 0.03
H 5.43 -1.71 -0.03
H 2.99 -2.22 -0.01
H -1.47 2.08 0.37
H -1.09 4.54 0.48
H 1.27 5.41 0.37
C -6.46 -0.20 -1.87
C -5.54 -0.77 -2.74
C -4.20 -0.80 -2.41
C -3.73 -0.29 -1.20
C -4.67 0.29 -0.34
C -6.01 0.32 -0.66
C -2.28 -0.34 -0.92
C -1.66 -0.45 0.26
C -2.37 -0.67 1.54
C -2.30 0.26 2.58
C -3.00 0.05 3.75
C -3.76 -1.10 3.92
C -3.79 -2.05 2.91
C -3.10 -1.84 1.73
H -7.52 -0.17 -2.12
H -5.88 -1.19 -3.68
H -3.48 -1.25 -3.09
H -4.33 0.70 0.61
H -6.72 0.77 0.03
H -1.66 -0.34 -1.82
H -1.67 1.13 2.48
H -2.93 0.78 4.55
H -4.29 -1.27 4.85
H -4.35 -2.97 3.05
H -3.10 -2.58 0.94
Te 1.29 -0.33 3.54
C 0.68 1.58 4.17
C 0.87 2.81 3.57
C 0.25 3.89 4.24
C -0.42 3.51 5.36
S -0.25 1.81 5.60
H 1.46 2.92 2.66
H 0.29 4.92 3.90
H -0.98 4.12 6.05
O 1.04 -2.04 -2.34
Se 0.79 -3.23 -1.24
O 2.23 -3.86 -0.75
O 0.13 -2.50 0.15
O -0.24 -4.37 -1.75
```

As for the calculated total energy: -5255.62130 hartree. Its molecular weight is 965.7 g/mol. The LUMO energy comes out at 2.841 eV. As for the total charge: -2. The HOMO-LUMO gap is 3.740 eV. For the energy above the lowest of the compared OMol25 structures with the same formula, charge and spin, the calculation gives 24.96 kJ/mol.